Record 1
C6H6N4 | ωB97M-V with the def2-TZVPD basis set

Computed properties:
Orbital gap: 7.2928 eV
Calculated total energy: -12257.257 eV
E_HOMO: -17.4 eV
Total charge: +2
Energy relative to the best compared isomer or geometry (same formula, charge and spin): 0.0 kcal per mole

The geometry in XYZ format:
```
16
C6H6N4 ωB97M-V with the def2-TZVPD basis set
N -3.5066 1.2372 0.0283
N 1.8684 3.3296 -0.2222
N 1.1265 1.0189 -0.0158
N 0.3704 -1.2633 -0.0171
C 0.2440 0.1107 -0.0696
C -2.5269 0.6225 -0.0359
C 1.4555 2.2394 -0.1073
C -1.3058 -0.1336 -0.0705
C 1.4755 -2.0997 0.1016
C -0.9106 -1.5422 0.0290
H -1.5238 -2.4067 0.3121
H 2.1129 -2.0575 -0.7558
H -4.5041 1.6053 -0.1049
H 1.1960 -3.1185 0.3304
H 2.1059 -1.7752 0.9327
H 2.3228 4.2331 -0.3351
```

Results of the Mulliken charge analysis, in e, for atoms 1 through 6:
1 N -0.0778
2 N -0.0641
3 N -0.3653
4 N -0.0088
5 C 0.6007
6 C 0.0798

Record 2
C6H6N4O4 | ωB97M-V with the def2-TZVPD basis set

Computed properties:
Orbital gap: 8.8916 eV
Calculated total energy: -20467.137 eV
E_HOMO: -9.1 eV
Energy relative to the best compared isomer or geometry (same formula, charge and spin): 0.0 kcal per mole

The geometry in XYZ format:
```
20
C6H6N4O4 ωB97M-V with the def2-TZVPD basis set
O 1.3371 -1.8920 -0.6792
O -1.2037 -1.9072 -0.3266
O -1.6083 3.1313 -1.1007
O 1.1198 -0.1688 3.4805
N -0.6899 1.4374 -2.2346
N 1.5781 -0.5239 1.2543
N -0.2147 1.4171 -0.0911
N 0.0585 0.3371 -1.9831
C -0.6302 -0.8250 1.9211
C 0.3198 0.3234 -0.6513
C -0.5722 -1.3277 0.6856
C 0.7106 -0.4982 2.3650
C 0.8519 -1.0615 0.1194
C -0.8950 2.1816 -1.0867
H -0.5486 -2.3436 -0.8267
H -0.1282 1.8556 0.7912
H -0.6010 1.8132 -3.1623
H 2.5263 -0.6132 1.4406
H -1.5698 -0.7871 2.5064
H 0.1595 -0.5484 -2.4217
```

Results of the Mulliken charge analysis, in e, for atoms 1 through 6:
1 O -0.8705
2 O -0.5464
3 O -0.5475
4 O -0.6558
5 N -0.2270
6 N -0.2502

Record 3
C6H6N4O4S | ωB97M-V with the def2-TZVPD basis set

Computed properties:
Orbital gap: 8.6691 eV
Calculated total energy: -31297.172 eV
E_HOMO: -9.2 eV
Structure (SMILES): NSN(c1ccccc1[N+](=O)[O-])[N+](=O)[O-]
Energy relative to the best compared isomer or geometry (same formula, charge and spin): 0.0 kcal per mole

The geometry in XYZ format:
```
21
C6H6N4O4S ωB97M-V with the def2-TZVPD basis set
S 1.9332 1.7027 1.1863
O 2.7883 -0.7787 -1.5952
O 3.0568 -1.4635 1.0908
O 3.7138 0.9995 -1.0389
O 2.6159 -3.3945 0.2180
N 2.4182 3.1821 0.6277
N 1.7655 0.4613 -0.1773
N 2.8247 0.2183 -0.9492
N 2.3236 -2.2523 0.4977
C -1.5556 -1.0893 -0.2381
C 0.9456 -1.8615 0.2536
C -0.5941 -0.1179 -0.2262
C -0.0442 -2.8376 0.2723
C 0.7593 -0.4790 -0.0757
C -1.3911 -2.4266 -0.0380
H 0.2490 -3.8009 0.4767
H -2.6171 -0.8328 -0.4811
H -0.9096 0.9712 -0.3922
H 1.7265 3.5590 0.0757
H -2.2907 -3.1160 -0.2119
H 3.3713 3.4163 0.3666
```

Results of the Mulliken charge analysis, in e, for atoms 1 through 6:
1 S 0.1108
2 O -0.6225
3 O -0.5379
4 O -0.7287
5 O -0.6140
6 N -0.4064

Record 4
C6H6NO4 | ωB97M-V with the def2-TZVPD basis set

Computed properties:
Orbital gap (alpha / beta): 6.4050 / 6.4074 eV
Calculated total energy: -15994.209 eV
E_HOMO (alpha / beta): -3.3 / -3.3 eV
Total charge: -1
Energy relative to the best compared isomer or geometry (same formula, charge and spin): 176.6 kcal per mole

The geometry in XYZ format:
```
17
C6H6NO4 ωB97M-V with the def2-TZVPD basis set
O -2.4594 1.4613 -0.5933
O -3.0389 -1.4144 0.4590
O -1.0629 -2.3251 0.6628
O -1.2332 1.9634 1.2080
N -1.6731 1.1952 0.2998
C 1.2762 -1.0717 -0.3830
C 0.3487 0.0374 -0.2380
C 0.8926 1.3986 -0.5390
C -1.0324 -0.0733 0.1851
C -1.8463 -1.2501 0.3942
C 2.4985 -0.9360 0.1792
H 2.0365 1.2558 -0.5591
H 0.7665 2.0647 0.2947
H 2.7883 -0.0507 0.7014
H 1.1486 -2.0414 -0.9706
H -0.1115 -2.0777 0.4164
H 0.7016 1.8641 -1.5175
```

Results of the Mulliken charge analysis, in e, for atoms 1 through 6:
1 O -0.5562
2 O -0.6233
3 O -0.5376
4 O -0.5703
5 N 0.7985
6 C -0.8387

What is the energy relative to the best compared isomer or geometry (same formula, charge and spin) in the fourth record?
176.6 kcal per mole